[1]
Molecular formula: C20H66O13
Method: DFT, ωB97M-V/def2-TZVPD

The geometry in XYZ format:
```
99
Properties=species:S:1:pos:R:3:forces:R:3
O 10.5188 11.6804 16.6259 0.1 -0.2 -0.1
H 10.2786 10.7736 16.8336 0.2 -0.2 0.1
H 9.6581 12.1010 16.4644 -0.2 0.4 0.0
O 14.7562 13.7939 15.5114 0.0 -0.2 0.0
H 14.1550 13.6922 16.2707 0.0 0.1 -0.1
H 14.8123 12.8809 15.1644 0.2 0.2 -0.1
O 14.7117 11.2208 14.3828 0.8 0.0 -0.7
H 15.3490 11.1272 13.6428 -0.2 0.0 0.5
H 13.8877 11.4071 13.9185 -0.6 -0.2 0.1
C 10.2575 7.2137 13.9669 -0.6 0.0 -0.4
C 9.9144 8.7130 13.9526 0.0 -0.2 0.6
O 8.6067 8.9798 13.3986 0.7 -0.6 0.3
H 10.1466 6.7507 12.9609 0.2 0.4 0.5
H 9.5456 6.7189 14.6148 -0.4 -0.3 0.2
H 11.2235 6.9505 14.3982 0.2 0.4 -0.2
H 10.6543 9.2451 13.3692 0.0 0.3 -0.2
H 9.9433 9.1276 14.9945 0.1 -0.3 -0.7
H 8.1158 8.1568 13.5155 -0.1 0.2 -0.1
C 7.5022 12.8477 14.2398 0.4 -0.3 -1.9
C 7.5787 13.7911 15.3847 -1.4 -0.2 0.9
O 8.0944 13.0683 16.5287 0.4 0.5 0.4
H 8.5049 12.4793 14.0850 0.5 -0.5 -0.1
H 7.2817 13.3364 13.2640 0.0 0.1 0.8
H 6.8347 11.9769 14.2594 0.1 0.4 0.7
H 6.5825 14.1112 15.6619 -0.4 0.3 0.0
H 8.1236 14.6953 15.1265 0.6 -0.1 0.1
H 7.9863 13.5692 17.3653 0.0 -0.3 -1.0
C 12.7306 15.7351 17.6458 -0.6 0.6 -0.2
C 11.8835 14.5954 17.0643 1.3 0.5 1.1
O 12.6689 13.4064 17.2830 -0.8 0.6 0.0
H 12.1854 16.6994 17.6145 0.1 -0.5 0.0
H 13.6422 15.8983 17.0659 0.0 -0.2 0.1
H 12.9940 15.5250 18.6891 -0.1 0.0 -0.3
H 11.6645 14.7555 16.0323 0.2 0.0 -1.1
H 10.9018 14.5862 17.5183 -0.2 -0.5 0.7
H 12.0759 12.6621 17.1483 -0.2 -0.5 -0.1
C 13.6108 17.9098 13.6071 -1.3 -0.4 -0.2
C 13.4944 16.3923 13.7259 0.0 1.1 0.8
O 14.7843 15.8457 13.5806 -0.3 -0.5 0.1
H 12.6130 18.3855 13.5743 0.4 -0.2 -0.1
H 14.1255 18.0765 12.6851 0.3 0.5 -0.7
H 14.1567 18.3861 14.4017 0.4 -0.1 0.4
H 12.7698 16.0186 13.0030 0.1 -0.1 -0.4
H 13.1000 16.1396 14.7138 -0.1 -0.1 0.1
H 14.8097 15.1712 14.2830 0.5 -0.3 -0.1
C 13.3486 14.6094 8.4666 -0.1 0.8 -0.3
C 12.9537 13.6920 7.3259 -0.4 -0.4 0.8
O 11.9265 12.7568 7.7831 0.0 1.4 -1.1
H 13.7035 14.0663 9.3320 0.0 -0.3 0.2
H 12.4923 15.2312 8.7589 0.2 -0.2 0.1
H 14.1580 15.2878 8.1638 -0.2 -0.1 0.0
H 13.8447 13.1321 7.0200 -0.3 0.1 -0.4
H 12.5275 14.2911 6.4988 0.2 -0.6 0.3
H 12.3518 12.0146 8.1872 0.6 -0.7 0.4
C 18.1662 11.8356 10.4007 0.1 -0.2 0.2
C 16.6622 11.7186 10.4531 0.7 -0.5 1.2
O 16.2368 11.8205 11.8267 -0.4 0.5 0.3
H 18.5369 11.8633 9.3917 0.1 0.2 -0.5
H 18.6993 11.0461 10.9116 -0.2 -0.5 0.2
H 18.4433 12.7338 10.9270 0.2 0.6 0.0
H 16.3246 10.7285 10.1396 -0.2 0.3 -0.3
H 16.2591 12.5289 9.8749 -0.7 0.1 -0.5
H 16.2791 12.7455 12.1367 0.1 -0.5 -0.4
C 14.1669 9.7210 17.2834 0.5 0.1 1.4
C 13.4323 8.9626 16.2194 -1.3 0.5 0.5
O 13.1286 7.6638 16.6985 -0.2 -0.7 -0.1
H 13.4924 9.8831 18.1594 0.4 0.2 -0.6
H 14.6577 10.6698 17.0166 -0.5 -0.3 -0.2
H 14.9625 9.0579 17.6784 -0.2 0.3 -0.3
H 13.9909 8.8562 15.3242 0.7 -0.2 -0.7
H 12.4854 9.4594 15.9071 0.4 0.0 0.2
H 12.7858 7.6988 17.6014 0.1 0.2 -0.3
C 9.3569 11.2829 11.2235 -1.0 0.7 0.0
C 9.8668 12.3255 10.2131 -0.1 -0.7 1.5
O 8.8979 12.5770 9.2319 0.1 0.2 -0.7
H 9.2366 10.2970 10.7585 0.1 0.2 0.1
H 8.3507 11.5937 11.5805 0.4 -0.2 -0.3
H 9.9390 11.1966 12.1450 0.4 0.0 -0.3
H 10.7543 11.9441 9.7390 0.6 -0.1 -0.1
H 10.1112 13.2826 10.6819 0.2 -0.1 0.4
H 9.4435 13.0491 8.5876 -0.6 0.0 -0.5
C 13.1764 9.7957 11.0457 -0.1 -0.9 0.3
C 13.6343 9.0273 9.8209 0.1 -0.5 0.6
O 13.8694 9.8813 8.7174 -0.7 0.4 -0.6
H 12.1794 10.2383 10.8855 0.4 -0.1 0.0
H 13.9089 10.5553 11.2396 0.2 0.6 0.5
H 13.0893 9.0921 11.9254 0.2 0.8 -0.9
H 12.8970 8.2575 9.6982 -0.8 -0.3 -1.0
H 14.5413 8.4533 9.9603 0.5 0.0 0.6
H 13.6998 9.4140 7.8861 0.1 0.1 0.4
C 12.7010 13.0962 12.1784 0.0 -0.5 0.4
C 11.8605 13.0133 13.4473 0.1 -0.5 -0.8
O 11.8278 11.6259 13.8828 0.2 1.0 0.0
H 12.4145 12.3183 11.4666 -0.2 0.4 0.0
H 13.7335 12.8940 12.4413 0.3 0.1 0.0
H 12.6696 14.0874 11.7346 -0.2 0.0 -0.1
H 10.8477 13.3762 13.2381 0.0 -0.1 0.2
H 12.3443 13.6320 14.1920 -0.1 0.2 0.4
H 11.6389 11.6560 14.8342 -0.2 -0.2 -0.1
```
Forces are in eV/Å.

The value obtained for the LUMO energy is 0.25 eV. The calculation puts the frontier orbital gap at 0.3636 hartree. As for the energy above the lowest of the compared OMol25 structures with the same formula, charge and spin: 24.1 kJ/mol. The HOMO energy comes out at -9.650 eV. As for the multiplicity: 1.


[2]
Molecular formula: C35H67BN2O4
Method: DFT, ωB97M-V/def2-TZVPD

The geometry in XYZ format:
```
109
Properties=species:S:1:pos:R:3:forces:R:3
C 9.5211 -0.0655 0.9903 0.1 0.4 -0.4
C 8.3229 0.6838 0.1822 0.5 -2.1 0.0
O 7.7853 1.8247 0.8855 0.7 0.4 -1.7
C 8.5171 3.0423 0.5852 0.6 1.1 1.4
C 7.5365 4.3340 0.6712 0.7 -1.1 -0.4
C 6.6111 4.3545 -0.6356 -0.3 0.9 -0.3
C 5.2052 5.1476 -0.4275 1.2 0.4 0.0
C 4.4093 4.6382 0.8701 2.1 0.2 0.1
N 2.9876 4.2457 0.6263 -4.6 -1.8 0.2
C 2.4619 3.1566 1.4802 -2.9 0.1 -1.1
C 1.0061 2.6241 1.4355 1.4 3.3 -2.3
C -0.0035 3.2862 0.4128 3.4 0.6 0.2
C -1.4818 2.7216 0.4083 -3.0 -0.8 0.4
C -2.3598 2.8907 1.7019 -1.5 -2.2 -3.5
C -3.8141 2.2766 1.6930 3.1 0.6 -1.3
N -4.3076 1.5746 0.5284 3.6 1.8 0.2
O -5.5571 1.0256 0.5674 0.6 -1.1 0.4
B -5.3671 -0.3949 0.9872 -0.1 -3.4 0.6
O -5.5128 -1.4629 0.0152 1.1 3.1 1.4
O -5.0804 -0.7618 2.3615 0.4 1.8 -3.0
C -3.5530 1.4202 -0.6897 2.7 1.5 1.2
C -2.1147 1.9702 -0.8140 -1.8 0.7 3.4
C 0.5678 4.4195 -0.5101 1.8 -2.2 3.2
C 2.0930 4.8468 -0.3218 -2.5 -1.6 0.7
H 10.5509 0.2943 0.6490 -1.4 -0.4 0.5
H 9.4935 -1.1983 0.7760 -0.1 1.8 0.5
H 9.4279 0.1634 2.1093 0.0 -0.5 -1.6
H 7.5014 -0.1219 0.0635 1.0 1.6 0.4
H 8.6749 0.9172 -0.8875 -0.5 0.0 1.6
H 9.0788 2.9845 -0.4140 -1.0 0.1 1.3
H 9.2859 3.1810 1.4385 -0.9 -0.2 -1.5
H 6.9773 4.2252 1.6601 0.5 0.1 -1.4
H 8.1870 5.2827 0.7721 -1.1 -1.5 -0.4
H 6.4149 3.3169 -1.0860 0.3 1.3 1.0
H 7.1652 4.9538 -1.4529 -0.8 -1.0 1.2
H 4.6226 5.0867 -1.4072 0.6 0.0 1.4
H 5.5134 6.2499 -0.2631 -0.8 -1.7 -0.3
H 4.5252 5.4371 1.6970 -0.8 -1.3 -1.3
H 4.9491 3.7045 1.2871 -1.1 1.4 -0.8
H 3.1780 2.6722 2.2349 -1.0 1.0 -1.5
H 0.6692 1.7851 2.1485 0.7 1.5 -1.3
H -1.9509 3.4371 2.6234 -0.9 -1.0 -1.5
H -4.4768 2.3709 2.6295 0.9 -0.4 -1.9
H -4.6321 -1.7542 -0.3066 -0.8 -0.2 0.3
H -4.1099 -0.7402 2.5097 -0.7 -0.2 0.3
H -4.0349 0.8436 -1.5484 0.5 1.0 1.5
H -1.4994 1.8454 -1.7673 -1.2 0.1 1.5
H -0.1322 4.9409 -1.2599 1.6 -0.8 1.3
H 2.4422 5.6904 -1.0028 -0.1 -1.4 1.3
C 2.2448 1.0620 -2.3691 0.1 -0.1 0.3
C 2.6195 0.1330 -3.5149 0.0 0.1 -0.2
C 1.9283 0.4915 -4.8313 0.0 -0.1 -0.1
C 0.3990 0.4002 -4.8119 0.0 0.0 0.1
C -0.1686 -0.9676 -4.4262 -0.1 0.1 -0.1
C 0.2144 -2.0736 -5.3998 0.0 -0.2 0.1
H 1.1772 1.0140 -2.1361 0.0 0.0 0.0
H 2.7929 0.7781 -1.4654 -0.1 0.1 0.0
H 2.4993 2.1000 -2.6039 0.0 0.0 0.0
H 2.4010 -0.9017 -3.2358 0.0 0.0 0.0
H 3.7027 0.1872 -3.6665 -0.1 -0.1 0.0
H 2.3221 -0.1550 -5.6215 -0.1 0.1 0.1
H 2.2088 1.5133 -5.1132 0.0 -0.1 0.0
H 0.0250 0.6726 -5.8050 0.0 0.0 0.1
H -0.0024 1.1542 -4.1238 0.0 0.1 0.0
H -1.2621 -0.8924 -4.3986 0.1 0.0 0.0
H 0.1456 -1.2420 -3.4137 0.0 0.0 0.0
H -0.1294 -1.8400 -6.4105 0.1 0.0 0.1
H -0.2457 -3.0181 -5.0966 0.1 0.1 -0.1
H 1.2951 -2.2281 -5.4304 -0.1 0.0 0.0
C -7.8466 -3.7091 -1.1009 -0.1 -0.1 0.2
C -6.6084 -4.5940 -1.1339 0.1 0.1 -0.1
C -5.9002 -4.5907 -2.4900 0.1 -0.2 0.0
C -6.7272 -5.1308 -3.6608 -0.1 0.1 0.0
C -7.2454 -6.5596 -3.4884 0.1 0.0 -0.1
C -6.1328 -7.5920 -3.3673 -0.1 -0.1 0.1
H -8.6072 -4.0509 -1.8062 0.0 0.0 0.0
H -8.2925 -3.7237 -0.1023 0.0 0.1 -0.1
H -7.5919 -2.6733 -1.3412 0.0 0.0 0.0
H -6.8772 -5.6138 -0.8441 0.1 0.0 0.0
H -5.9042 -4.2349 -0.3744 0.0 -0.1 0.0
H -4.9724 -5.1666 -2.4028 0.0 0.0 0.0
H -5.5942 -3.5639 -2.7287 0.0 0.0 0.0
H -6.1137 -5.0823 -4.5678 0.0 0.0 0.0
H -7.5796 -4.4675 -3.8409 0.1 0.0 0.0
H -7.8592 -6.8113 -4.3600 0.0 0.1 0.1
H -7.9063 -6.6258 -2.6190 0.0 0.0 0.0
H -5.4852 -7.5732 -4.2478 0.0 0.0 0.1
H -6.5582 -8.5958 -3.2825 0.1 0.1 0.0
H -5.5160 -7.4193 -2.4820 0.0 0.0 0.0
C -1.2678 -0.7761 3.1157 -0.1 -0.2 0.0
C -1.9053 -0.3784 4.4385 0.0 0.2 0.0
C -1.0217 0.5330 5.2913 -0.1 0.0 0.2
C 0.3085 -0.0804 5.7399 0.1 0.0 -0.1
C 0.1908 -1.3792 6.5395 0.1 0.1 0.1
C -0.5543 -1.2085 7.8565 -0.1 -0.2 0.0
H -0.3516 -1.3507 3.2659 -0.1 0.0 -0.1
H -1.9567 -1.3992 2.5358 0.1 -0.1 -0.1
H -1.0290 0.1080 2.5149 0.0 0.0 0.0
H -2.1802 -1.2759 4.9990 0.0 0.1 0.0
H -2.8425 0.1502 4.2233 -0.1 0.0 0.1
H -1.5912 0.8512 6.1702 0.1 0.0 -0.1
H -0.8059 1.4497 4.7261 0.0 0.0 0.0
H 0.8437 0.6613 6.3435 -0.1 0.0 0.0
H 0.9396 -0.2639 4.8628 0.0 0.0 0.0
H 1.2006 -1.7434 6.7565 -0.1 0.0 -0.1
H -0.2929 -2.1566 5.9400 0.0 0.0 0.0
H -0.0616 -0.4669 8.4904 -0.1 0.0 0.0
H -0.5775 -2.1561 8.4011 0.0 0.1 0.0
H -1.5885 -0.8938 7.6980 0.0 0.0 0.1
```
Forces are in eV/Å.

The value obtained for the LUMO energy is -7.88 eV. The calculation puts the frontier orbital gap at 0.1995 hartree. The net charge is +2. The HOMO energy comes out at -13.313 eV. As for the multiplicity: 1.


[3]
Molecular formula: CH2F2N2OP
Method: DFT, ωB97M-V/def2-TZVPD

The geometry in XYZ format:
```
9
Properties=species:S:1:pos:R:3:forces:R:3
C 1.3637 -0.4800 0.0262 1.8 0.0 2.1
N -2.2577 -1.0531 0.0897 -0.7 0.2 0.0
N -0.3163 0.9111 -0.6609 -2.4 0.0 -0.2
O 0.6529 0.1490 -1.0230 0.6 1.1 -0.3
F 0.4021 -0.9827 0.8043 0.7 -1.0 0.0
F 2.0841 0.3572 0.8327 -1.3 0.3 -1.0
P -1.8645 0.4396 0.0247 3.5 -0.4 -0.6
H 2.1975 -1.0543 -0.4059 -1.3 -0.9 -0.2
H -2.2618 1.7133 0.3122 -1.1 0.7 0.3
```
Forces are in eV/Å.

The value obtained for the LUMO energy (spin up / spin down) is -8.96 / -8.77 eV. The calculation puts the frontier orbital gap (spin up / spin down) at 0.2798 / 0.2820 hartree. As for the energy above the lowest of the compared OMol25 structures with the same formula, charge and spin: 791.0 kJ/mol. The net charge is +1. The HOMO energy (spin up / spin down) comes out at -16.575 / -16.441 eV. As for the multiplicity: 1.


[4]
Molecular formula: C6H9N2OS
Method: DFT, ωB97M-V/def2-TZVPD

The geometry in XYZ format:
```
19
Properties=species:S:1:pos:R:3:forces:R:3
C 2.0993 0.3502 0.0189 -2.5 -1.4 -0.7
C -1.4020 -0.4932 1.1263 1.1 1.0 -0.6
C -0.5972 1.1747 -1.1201 -0.2 1.7 -2.0
C 0.0564 -0.1562 -1.4061 2.2 2.7 1.0
C -0.2447 0.2611 -0.0343 -3.2 -1.8 2.3
C -2.6304 -1.2528 0.4894 1.4 0.4 1.6
N 0.9239 0.4949 0.6670 3.4 0.2 -1.4
N 3.3246 0.3195 0.4493 1.3 1.0 1.8
O -1.1795 -0.2662 2.3019 -0.4 -0.7 -2.9
S 1.8383 -0.1844 -1.6350 -0.1 0.3 0.3
H 0.0132 2.0937 -1.3815 -0.7 -1.2 0.8
H -1.6332 1.2733 -1.4784 0.5 -0.2 0.5
H -0.3987 -0.8543 -1.9417 -2.1 -3.0 -1.9
H -2.4435 -1.6269 -0.5392 0.0 0.3 0.8
H -3.3588 -0.4122 0.4862 -0.1 -1.0 0.0
H -2.8573 -2.1028 1.2233 -0.1 1.4 -1.2
H 0.8169 0.7090 1.6036 0.1 0.5 2.5
H 3.6425 0.6408 1.3900 -0.5 -0.4 -1.2
H 4.0300 0.0319 -0.2196 0.1 0.2 0.3
```
Forces are in eV/Å.

The value obtained for the LUMO energy is -3.32 eV. The calculation puts the frontier orbital gap at 0.3609 hartree. As for the energy above the lowest of the compared OMol25 structures with the same formula, charge and spin: 15.3 kJ/mol. The net charge is +1. The HOMO energy comes out at -13.144 eV. As for the multiplicity: 1.


[5]
Molecular formula: C36H36BN8TcTe
Method: DFT, ωB97M-V/def2-TZVPD

The geometry in XYZ format:
```
83
Properties=species:S:1:pos:R:3:forces:R:3
Tc 0.4648 -0.0286 1.4325 -0.1 0.4 -0.1
C -1.4574 2.2635 1.0052 0.2 -0.1 0.1
N -0.0520 2.1064 1.4802 -0.1 0.1 0.3
C 0.1724 2.4767 2.9087 0.0 0.1 -0.1
C 1.5509 1.9900 3.2818 0.0 -0.2 -0.1
C 2.3517 2.6342 4.1947 0.1 0.1 0.1
C 3.6167 2.1204 4.4664 0.0 0.0 0.0
C 4.0551 0.9956 3.7868 0.1 0.1 0.1
C 3.2122 0.4041 2.8683 -0.2 0.2 -0.1
N 1.9763 0.8781 2.6328 0.3 -0.2 0.0
C 0.8509 2.9209 0.6138 -0.1 -0.1 0.1
C 1.5432 2.0930 -0.4271 -0.1 -0.3 0.1
C 2.3008 2.7034 -1.4073 0.1 0.1 -0.2
C 3.0935 1.9269 -2.2342 0.0 0.0 0.0
C 3.0899 0.5480 -2.0602 0.1 0.1 -0.2
C 2.2830 0.0016 -1.0911 -0.2 0.2 0.1
N 1.4989 0.7532 -0.2805 0.3 0.1 -0.4
C -2.2640 1.0044 1.1350 0.1 -0.2 -0.1
C -3.6238 1.0377 1.3718 -0.1 0.0 0.0
C -4.3372 -0.1537 1.4223 0.0 0.0 0.0
C -3.6609 -1.3488 1.2220 -0.2 0.0 -0.1
C -2.3027 -1.3154 0.9974 0.1 0.2 0.0
N -1.6014 -0.1631 0.9522 -0.5 -0.1 -0.1
H -1.4165 2.5006 -0.0606 0.0 0.0 0.0
H -1.9482 3.0980 1.5067 0.0 0.1 0.0
H -0.5788 1.9879 3.5261 0.0 0.0 0.0
H 0.0800 3.5532 3.0612 0.0 0.1 0.0
H 1.9988 3.5303 4.6891 0.0 0.0 0.0
H 4.2576 2.6097 5.1907 0.0 0.0 0.0
H 5.0351 0.5751 3.9655 0.0 0.0 0.0
H 3.5169 -0.4641 2.3041 0.0 0.0 0.0
H 1.6221 3.3830 1.2316 0.0 0.0 0.1
H 0.2946 3.7396 0.1552 0.0 0.0 0.0
H 2.2848 3.7838 -1.4963 0.0 -0.1 0.0
H 3.7147 2.3887 -2.9922 0.0 0.0 0.0
H 3.7166 -0.0959 -2.6637 0.0 0.0 0.0
H 2.2586 -1.0664 -0.9434 0.0 0.0 0.1
H -4.1174 1.9907 1.5232 0.0 -0.1 0.0
H -5.4012 -0.1463 1.6272 0.0 0.0 0.0
H -4.1727 -2.3018 1.2473 0.0 0.0 0.0
H -1.7393 -2.2286 0.8679 0.1 0.0 0.1
B 1.6485 -2.5873 3.3751 0.3 0.2 0.1
N 0.4318 -1.7647 3.9143 -0.3 -0.1 0.2
C -0.1374 -1.9406 5.1058 0.0 0.0 0.1
C -1.2043 -1.0554 5.2480 0.0 -0.1 0.1
C -1.2338 -0.3663 4.0574 0.2 -0.2 -0.1
N -0.2328 -0.7895 3.2470 -0.1 0.4 0.1
N 1.3592 -2.9012 1.8711 -0.4 -0.1 -0.4
C 1.4974 -4.0582 1.2369 0.0 -0.1 -0.1
C 1.0577 -3.9211 -0.0864 0.0 -0.3 0.0
C 0.6465 -2.6145 -0.1830 0.0 0.0 0.6
N 0.8360 -1.9897 1.0146 0.4 -0.2 -0.1
H 1.6919 -3.6237 3.9674 0.0 0.0 0.0
H 2.6787 -1.9685 3.4917 -0.2 0.0 -0.1
H 0.2342 -2.6936 5.7853 0.0 0.1 -0.1
H -1.8768 -0.9528 6.0847 0.1 -0.1 0.0
H -1.9482 0.3754 3.7321 0.1 0.0 0.0
H 1.8934 -4.9224 1.7510 0.0 0.1 0.0
H 1.0333 -4.6845 -0.8473 0.0 0.0 0.1
H 0.1973 -2.0883 -1.0145 0.1 0.0 0.1
Te -2.2301 -0.8539 -2.5973 0.1 0.2 -0.8
C -1.8759 -2.1217 -4.2336 0.0 0.2 0.3
C -2.9960 -2.7858 -4.7305 -0.2 -0.1 0.1
C -2.8515 -3.6366 -5.8169 -0.1 0.1 0.0
C -1.6032 -3.8255 -6.3935 0.0 0.0 0.0
C -0.4874 -3.1767 -5.8765 0.1 0.1 0.1
C -0.6159 -2.3259 -4.7900 0.3 0.0 0.0
C -1.3736 0.9903 -3.1685 -0.1 -0.2 0.1
C -2.0735 2.1266 -2.7550 -0.2 0.0 0.2
C -1.6344 3.3880 -3.1373 -0.1 -0.1 0.0
C -0.5066 3.5168 -3.9394 0.0 0.0 0.0
C 0.1910 2.3838 -4.3421 0.0 -0.2 0.0
C -0.2310 1.1187 -3.9512 0.2 0.0 -0.2
H -3.9759 -2.6322 -4.2932 0.0 -0.1 0.0
H -3.7204 -4.1449 -6.2149 0.0 0.0 0.0
H -1.4958 -4.4849 -7.2454 0.0 0.0 0.0
H 0.4880 -3.3401 -6.3176 0.0 0.0 0.0
H 0.2655 -1.8541 -4.3740 0.0 0.0 0.0
H -2.9900 2.0277 -2.1795 0.0 0.1 0.0
H -2.2026 4.2653 -2.8503 0.0 -0.1 0.0
H -0.1908 4.4970 -4.2772 0.0 -0.1 0.0
H 1.0585 2.4806 -4.9851 -0.1 0.0 0.0
H 0.3126 0.2483 -4.2935 0.0 0.1 0.0
```
Forces are in eV/Å.

The value obtained for the LUMO energy (spin up / spin down) is -7.84 / -11.06 eV. The calculation puts the frontier orbital gap (spin up / spin down) at 0.3103 / 0.1913 hartree. As for the energy above the lowest of the compared OMol25 structures with the same formula, charge and spin: 70.3 kJ/mol. Its expectation value of S² is 3.7718. The net charge is +3. The HOMO energy (spin up / spin down) comes out at -16.287 / -16.264 eV. As for the multiplicity: 4.


| no. | strongest force on any atom (eV Å⁻¹) |
| --- | --- |
| 1 | 1.969 |
| 2 | 4.881 |
| 3 | 3.615 |
| 4 | 4.343 |
| 5 | 0.838 |